[1]
Molecular formula: C8H9N2O
Method: DFT, ωB97M-V with the def2-TZVPD basis set

```
20
Properties=species:S:1:pos:R:3:mulliken_charge:R:1
C -1.1582 1.6995 0.0739 -0.372
C 0.0688 1.6071 0.6644 -0.218
C -1.4919 0.9374 -1.0331 -0.562
C -0.7450 -0.2795 -1.3039 -0.570
C 0.6633 -0.4695 -0.6180 -0.139
C 1.1099 0.7160 0.2182 0.634
C -0.4582 -1.3069 -0.0965 0.151
C -1.1959 -1.3050 1.2464 -1.581
N 2.2935 1.0090 0.5563 -0.728
N 3.8290 -0.5066 -0.5671 0.388
O 4.8545 -0.0762 -0.3380 -0.034
H -1.8345 2.5532 0.5045 0.337
H 0.4953 2.3498 1.4161 0.380
H -2.2528 1.2061 -1.6455 0.578
H -0.8131 -0.7007 -2.2221 0.616
H 1.4247 -0.8732 -1.2201 0.530
H -0.5819 -2.3882 -0.5588 0.369
H -1.1290 -0.5243 2.0516 0.344
H -0.8496 -2.1826 1.7134 0.449
H -2.2289 -1.4654 1.1583 0.429
```

Computed properties:
total charge	+1
maximum force	4.780	eV/A
Kohn-Sham gap	6.203	eV
relative energy (zero: lowest compared OMol25 entry of this formula, charge and spin)	174.6	kcal per mole
HOMO level	-12.254	eV
electronic energy	-494.471241	Ha

***

[2]
Molecular formula: C28H30N9O2S4W
Method: DFT, ωB97M-V with the def2-TZVPD basis set

```
74
Properties=species:S:1:pos:R:3:mulliken_charge:R:1
W 0.1095 -0.6264 0.2867 0.831
C 7.2854 4.3764 -0.0554 -1.441
C 5.8633 3.9708 -0.2484 0.875
C 5.2880 3.9371 -1.5149 -0.785
C 3.9789 3.5239 -1.6814 -0.300
C 3.2445 3.1361 -0.5769 -0.363
C 3.7826 3.1847 0.6932 -0.750
C 5.0880 3.6072 0.8509 -0.863
S 1.5887 2.5348 -0.8074 1.913
O 1.2044 2.7631 -2.1834 -0.901
O 0.7298 3.0826 0.2183 -0.852
N 1.5502 0.9213 -0.5105 0.351
C 2.2690 0.0358 -1.2540 0.611
C 3.4249 0.2315 -2.0087 -0.519
C 3.9895 -0.8691 -2.6290 -0.659
C 3.4042 -2.1245 -2.4732 -0.987
C 2.2718 -2.2432 -1.6960 -0.232
N 1.6942 -1.1816 -1.1161 0.169
H 7.8081 4.4135 -1.0059 0.353
H 7.7889 3.6693 0.5999 0.379
H 7.3378 5.3569 0.4140 0.318
H 5.8640 4.2213 -2.3821 0.383
H 3.5088 3.5058 -2.6528 0.496
H 3.1720 2.9206 1.5412 0.513
H 5.5173 3.6427 1.8386 0.435
H 3.8720 1.2080 -2.0937 0.239
H 4.8942 -0.7559 -3.2048 0.488
H 3.8336 -2.9888 -2.9497 0.434
H 1.8142 -3.2044 -1.5055 0.491
N -0.7619 0.8102 -2.2748 -0.112
N -1.4034 2.0652 -2.2512 -0.497
C -1.9075 2.5293 -1.0921 0.675
N -2.4814 3.7338 -1.1075 -0.428
S -1.9506 1.5580 0.2534 -0.358
H 0.2091 0.9571 -2.5591 0.191
H -1.2372 0.2514 -2.9838 0.351
H -1.0827 2.7470 -2.9325 0.290
H -2.4473 4.3269 -1.9194 0.197
H -2.9272 4.0743 -0.2740 0.212
N 0.7285 0.8255 1.9623 -0.574
C -0.0917 0.6270 3.1270 0.224
C 0.2215 1.1536 4.3629 -0.486
C -0.6727 1.0325 5.4274 -0.867
C -1.8882 0.4241 5.2431 -0.880
C -2.2266 -0.1513 4.0028 0.467
C -3.4666 -0.7813 3.7618 -0.816
C -3.7229 -1.2582 2.4968 -1.090
C -2.7493 -1.1740 1.5106 -0.115
N -1.5249 -0.6636 1.7103 0.168
C -1.2910 -0.0866 2.9361 0.163
H 1.7194 0.7514 2.2159 0.342
H 0.5786 1.7802 1.5808 0.579
H 1.1558 1.6730 4.5062 0.476
H -0.4081 1.4385 6.3906 0.415
H -2.6092 0.3788 6.0445 0.439
H -4.2061 -0.8418 4.5448 0.460
H -4.6779 -1.6976 2.2621 0.456
H -2.9782 -1.4935 0.5001 0.808
S 1.1251 -2.1382 1.6557 -0.483
N -3.6110 -6.0466 -2.6829 -0.344
C -3.0976 -4.9050 -3.1776 0.230
S -3.5043 -4.4283 -4.7161 -0.359
C -2.2597 -4.0635 -2.3591 1.056
C -1.4732 -3.0607 -2.9579 -0.976
C -0.7852 -2.1638 -2.1958 -0.881
N -0.8154 -2.1278 -0.8267 0.631
C -1.4527 -3.1940 -0.2551 -0.897
C -2.1587 -4.1362 -0.9553 -0.947
H -4.1866 -6.6010 -3.2956 0.216
H -3.2746 -6.4697 -1.8359 0.188
H -1.4093 -3.0181 -4.0339 0.449
H -0.1213 -1.4608 -2.6844 0.832
H -1.3500 -3.2801 0.8226 0.648
H -2.6483 -4.9197 -0.4040 0.318
```

Computed properties:
total charge	+1
maximum force	2.107	eV/A
Kohn-Sham gap (alpha / beta)	5.223 / 5.221	eV
HOMO level (alpha / beta)	-8.653 / -8.653	eV
electronic energy	-3387.967370	Ha